Entry from OMol25: a cluster of 2 separate species, C5H10O in total (ωB97M-V/def2-TZVPD).

The structure (SMILES) is C1C[C@H]2C[C@@H]12.O. The maximum force comes out at 0.26 eV Å⁻¹. The value obtained for the energy above the lowest of the compared OMol25 structures with the same formula, charge and spin is 44.84 kcal per mole. The total energy is -271.6812 Ha. The calculation puts the HOMO-LUMO gap at 0.4037 Ha.

Last column: Mulliken charge in e.
Element x y z (Å)
C (1.21757, 0.66551, 0.19085)  -0.636
C (-0.07323, 1.30855, -0.38452)  -0.437
C (-0.66038, -0.08416, -0.60201)  -0.533
C (0.22570, -0.96614, -1.41852)  -0.763
C (0.59790, -0.71809, 0.00479)  -0.297
H (1.37051, 0.92513, 1.24136)  0.249
H (2.14505, 0.84238, -0.36379)  0.294
H (-0.61314, 1.85855, 0.39211)  0.246
H (0.02787, 1.94583, -1.26948)  0.286
H (-1.71615, -0.32708, -0.50022)  0.458
H (-0.20062, -1.95387, -1.58128)  0.259
H (0.82715, -0.58694, -2.24144)  0.218
H (0.73969, -1.55050, 0.69224)  0.592
O (-1.32073, -0.36018, 2.34036)  -0.636
H (-1.87000, -0.05646, 1.60867)  0.339
H (-0.69718, -0.94252, 1.89091)  0.361